The following is a quantum chemistry calculation of 7 unconnected molecules or ions with the total composition C22H33BrN12O9 at a distorted geometry, from the OMol25 dataset.

Relative energy (zero: lowest compared OMol25 entry of this formula, charge and spin)   287.4 kJ/mol
SMILES   O=C(Br)Cc1cccc2c1C(=O)c1ccccc1C2=O.NC(N)=O.NC(N)=O.NC(N)=O.NC(N)=O.NC(N)=O.NC(N)=O
F_max   3.0 eV/A
Total charge   0
DFT total energy   -129705.144 eV
Orbital gap   7.89 eV

CARTESIAN COORDINATES (ANGSTROEM)
O  3.66671  -0.49398  -2.34691
C  3.29084  0.49607  -2.89062
Br  1.37246  0.84153  -3.02236
C  4.39491  1.46981  -3.46211
C  5.69379  1.15706  -2.62748
C  6.87277  0.54330  -3.25662
C  8.06970  0.22062  -2.47687
C  8.11129  0.50791  -1.05081
C  6.95186  1.11622  -0.42054
C  5.73100  1.45289  -1.18555
C  4.54821  2.11445  -0.36712
O  3.90354  3.05355  -0.76889
C  4.31541  1.48134  1.06854
C  2.95791  1.24538  1.57134
C  2.83194  0.61958  2.91188
C  4.05077  0.28856  3.64501
C  5.40561  0.53015  3.11887
C  5.54053  1.13801  1.80685
C  6.91674  1.42098  1.11776
O  7.88884  1.82323  1.70640
H  4.55719  1.16615  -4.53502
H  4.10146  2.54462  -3.39507
H  6.78970  0.31223  -4.34703
H  8.95962  -0.24187  -2.95462
H  8.99053  0.25709  -0.40986
H  2.08356  1.53401  0.94189
H  1.80467  0.40987  3.30486
H  3.93131  -0.20094  4.64021
H  6.29763  0.25271  3.71977
C  -0.43591  -1.76696  2.08636
O  -0.48087  -0.94459  2.98673
N  -0.10931  -1.41375  0.82045
N  -0.69746  -3.08520  2.27325
H  -0.04895  -2.05175  0.04894
H  0.09457  -0.44150  0.66632
H  -0.94275  -3.38023  3.20815
H  -0.65990  -3.76932  1.54127
C  -0.94060  -4.27562  6.28523
O  -1.02470  -4.09742  5.08090
N  -0.73643  -3.25656  7.16010
N  -1.04444  -5.50828  6.85251
H  -0.66448  -3.37883  8.15261
H  -0.65565  -2.33089  6.77453
H  -1.19605  -6.28590  6.23451
H  -0.97842  -5.67591  7.83880
C  -4.26358  1.03942  2.94553
O  -4.35676  1.73679  3.94877
N  -5.24345  0.96247  2.00728
N  -3.17055  0.27776  2.67794
H  -5.17344  0.39077  1.17691
H  -6.07169  1.50866  2.16274
H  -2.41665  0.30097  3.34299
H  -3.08203  -0.29845  1.86053
C  -4.48423  -1.65796  -0.88115
O  -4.59680  -0.95424  0.11444
N  -5.45120  -1.74561  -1.82850
N  -3.37859  -2.41008  -1.11876
H  -5.37995  -2.31545  -2.65345
H  -6.28294  -1.20122  -1.68292
H  -2.64118  -2.36873  -0.43607
H  -3.26380  -2.99344  -1.92647
C  -1.41029  3.93329  -3.64289
O  -1.82844  2.84706  -4.00920
N  -0.33321  4.06437  -2.82251
N  -1.98633  5.10796  -4.02454
H  0.02765  4.94605  -2.50920
H  0.11656  3.21750  -2.52141
H  -2.78500  5.05043  -4.63111
H  -1.65874  6.01029  -3.73500
C  -7.36178  -0.58801  -4.93376
O  -6.92094  -1.72118  -4.81908
N  -8.21179  -0.23079  -5.93462
N  -7.04041  0.41218  -4.07062
H  -8.58503  0.69303  -6.04679
H  -8.47149  -0.94521  -6.59185
H  -6.41335  0.18439  -3.31895
H  -7.38973  1.34923  -4.14487


The following is a quantum chemistry calculation of a single C5H8O molecule, from the OMol25 dataset.

Relative energy (zero: lowest compared OMol25 entry of this formula, charge and spin)   210.0 kJ/mol
SMILES   C#CC[C@@H](C)O
F_max   0.6 eV/A
Total charge   0
DFT total energy   -7360.078 eV
Orbital gap   10.99 eV

CARTESIAN COORDINATES (ANGSTROEM)
C  -0.34270  1.58819  0.90785
C  0.19728  0.17419  0.79069
O  -0.89825  -0.68796  1.03622
C  0.86887  -0.06338  -0.60331
C  0.18373  -1.11173  -1.35568
C  -0.48205  -1.99048  -1.84044
H  -0.97040  1.82630  0.04219
H  -0.95494  1.66832  1.81011
H  0.46767  2.32267  0.96707
H  0.96652  0.01321  1.56188
H  -0.71867  -1.54848  0.62954
H  0.84660  0.85790  -1.19744
H  1.92380  -0.32967  -0.47398
H  -1.11042  -2.73853  -2.27265


The following is a quantum chemistry calculation of a molecular structure, C33H30Br2CoO5SbSe4 at a distorted geometry, from the OMol25 dataset.

Multiplicity   5
Relative energy (zero: lowest compared OMol25 entry of this formula, charge and spin)   0.0 kJ/mol
Expectation value of S²   6.0282
F_max   1.5 eV/A
Total charge   -2
DFT total energy   -490583.124 eV
Orbital gap (spin up / spin down)   5.93 / 5.70 eV

CARTESIAN COORDINATES (ANGSTROEM)
Co  -0.42652  -0.36335  0.33500
Br  0.19376  -1.25224  -2.11593
C  2.06206  -1.76697  -2.40405
Br  3.32371  -0.33786  -2.21039
H  2.10634  -2.12174  -3.42556
H  2.29372  -2.54353  -1.68714
C  2.49083  4.14345  4.53824
C  1.55616  2.94330  4.50209
C  1.23659  2.42709  5.89879
O  0.35893  3.29270  3.83958
C  0.24646  2.55121  2.61557
C  1.25263  1.40939  2.77642
O  2.17216  1.92338  3.74541
C  2.09693  0.93474  1.54152
O  1.41957  0.06349  0.73179
C  2.55456  2.18548  0.77876
C  1.87969  2.55166  -0.38160
C  2.23110  3.70048  -1.07511
C  3.26183  4.50936  -0.61645
C  3.92653  4.16545  0.55245
C  3.57348  3.01332  1.24339
C  3.29846  0.11104  2.06098
C  3.12931  -0.79903  3.10421
C  4.14272  -1.66684  3.47618
C  5.35821  -1.65751  2.80282
C  5.53187  -0.77780  1.74650
C  4.51042  0.08964  1.37924
C  -1.16695  2.05461  2.23937
O  -0.89429  1.34113  1.09694
C  -2.09499  3.21414  1.83256
C  -3.39547  2.90401  1.43783
C  -4.20101  3.84563  0.82172
C  -3.72249  5.13012  0.59200
C  -2.44575  5.46386  1.01488
C  -1.63800  4.51179  1.62756
C  -1.85907  1.20936  3.31580
C  -2.55219  0.06379  2.92944
C  -3.22159  -0.71805  3.86123
C  -3.20970  -0.37006  5.20408
C  -2.55601  0.79047  5.59537
C  -1.90303  1.58047  4.65903
H  2.08199  4.91832  5.18842
H  2.60063  4.54113  3.52969
H  3.47058  3.84116  4.91210
H  0.65134  3.16643  6.44840
H  2.16336  2.22977  6.44021
H  0.66046  1.50525  5.82633
H  0.55097  3.19778  1.79142
H  0.73374  0.52728  3.17588
H  1.05848  1.93461  -0.71665
H  1.68701  3.96740  -1.97303
H  3.53912  5.40476  -1.16032
H  4.72081  4.79782  0.93311
H  4.09122  2.75327  2.15792
H  2.18832  -0.83667  3.63722
H  3.97947  -2.36009  4.29329
H  6.15453  -2.33141  3.09598
H  6.46511  -0.76723  1.19483
H  4.65879  0.75400  0.53864
H  -3.77973  1.89933  1.55897
H  -5.19339  3.55440  0.49898
H  -4.33173  5.85296  0.06218
H  -2.06042  6.46458  0.85177
H  -0.64102  4.79822  1.93830
H  -2.59081  -0.19705  1.87738
H  -3.76576  -1.59261  3.52505
H  -3.72416  -0.98270  5.93493
H  -2.56589  1.09451  6.63654
H  -1.43527  2.50304  4.96785
O  0.02000  -2.72412  2.49986
C  -0.36598  -1.95695  1.77304
Se  -5.95298  0.69252  -2.69139
Sb  -5.09078  -0.91224  -1.09607
Se  -2.59830  -0.65557  -0.86962
Se  -5.69203  -3.23351  -1.24807
Se  -6.26202  0.40233  0.64725


The following is a quantum chemistry calculation of a single C3H9N3S molecule at a distorted geometry, from the OMol25 dataset.

Relative energy (zero: lowest compared OMol25 entry of this formula, charge and spin)   188.0 kJ/mol
SMILES   CN/N=C(\C)NS
F_max   3.3 eV/A
Total charge   0
DFT total energy   -18560.730 eV
Orbital gap   9.03 eV

CARTESIAN COORDINATES (ANGSTROEM)
C  -1.04840  1.22649  -1.30488
C  0.53664  -0.54356  0.44272
C  -0.47445  -1.53598  0.08612
H  -1.65749  1.08877  -2.21257
H  -0.94063  2.29725  -1.05560
H  -1.62595  0.72234  -0.50553
H  0.74809  1.03694  -2.14681
H  -0.04942  -2.54787  0.07850
H  -1.32259  -1.49042  0.77425
H  -0.85320  -1.36192  -0.90819
H  0.60461  -1.13446  2.35872
H  1.55590  1.52218  2.08683
N  0.19040  0.52010  -1.46211
N  0.83535  0.52781  -0.24044
N  1.22370  -0.73451  1.65321
S  2.27744  0.40684  2.35578